DFT (ωB97M-V with the def2-TZVPD basis set) results for C4H6IrMgO5 as an isolated structure at a distorted geometry.

Structure (ORCA input):
```
! wB97M-V def2-TZVPD RIJCOSX def2/J DEFGRID3
* xyz 0 6
O -1.5235 1.5750 0.6988
C -2.3654 0.5588 0.2723
C -1.6839 -0.3396 -0.7545
O -0.3861 -0.6681 -0.2177
C 0.3841 -1.5566 -0.9037
Ir 0.2231 0.9519 0.8231
H -3.2858 0.9460 -0.2070
H -2.6969 -0.0781 1.1188
H -1.5249 0.1877 -1.7073
H -2.2430 -1.2692 -0.9318
H 1.4061 -1.6951 -0.5573
H -0.1397 -2.2763 -1.5344
O 1.5961 0.1923 2.0346
C 2.4829 0.6284 1.2179
O 2.0106 1.2333 0.1392
O 3.7206 0.4078 1.2724
Mg 4.0256 1.2017 -0.7633
*
```

- E_tot (hartree) = -836.4099
- HOMO (alpha / beta) (eV) = -6.5 / -7.9
- relative energy (zero: lowest compared OMol25 entry of this formula, charge and spin) (eV) = 0.000
- LUMO level (alpha / beta) (eV) = -0.015 / -1.200

DFT (ωB97M-V with the def2-TZVPD basis set) results for C4H6IrO3 as an isolated structure at a distorted geometry.

Structure (ORCA input):
```
! wB97M-V def2-TZVPD RIJCOSX def2/J DEFGRID3
* xyz 3 5
C 1.5392 1.5515 -1.5362
C 1.8852 1.4216 -0.3806
H 1.0074 1.7806 -2.4486
H 2.3115 1.0883 0.5553
H 0.2507 1.0825 -0.6195
Ir -3.0791 1.0554 -0.3436
O -2.2539 -0.4838 0.4261
C -1.1965 -0.2119 -0.1678
O -1.0822 1.0267 -0.5742
O -0.0123 -0.6871 0.0827
C 0.1233 -1.7264 1.0787
H 1.1853 -1.9797 1.0779
H -0.1805 -1.3366 2.0549
H -0.4981 -2.5809 0.7949
*
```

- E_tot (hartree) = -484.3070
- HOMO (alpha / beta) (eV) = -23.5 / -24.2
- relative energy (zero: lowest compared OMol25 entry of this formula, charge and spin) (eV) = 0.252
- LUMO level (alpha / beta) (eV) = -14.361 / -20.053

DFT (ωB97M-V with the def2-TZVPD basis set) results for C4H6KLiO as an isolated structure at a distorted geometry.

Structure (ORCA input):
```
! wB97M-V def2-TZVPD RIJCOSX def2/J DEFGRID3
* xyz 1 2
C 0.5206 -1.5082 1.9196
C -0.2432 -1.3827 0.8056
H 1.0981 -0.6749 2.3338
H 0.9321 -2.4369 2.3112
H -0.1582 -0.4988 0.1598
H -0.8921 -2.1986 0.4742
Li -1.5679 -0.3325 2.4688
O -1.5320 -3.5453 4.6879
C -1.2605 -4.5562 3.9241
C -0.4698 -4.6231 2.8330
K -3.4365 -3.0482 6.1268
H -0.1678 -5.4682 2.2143
H -1.8791 -5.4793 4.0605
*
```

- E_tot (hartree) = -838.3516
- HOMO (alpha / beta) (eV) = -9.8 / -9.4
- relative energy (zero: lowest compared OMol25 entry of this formula, charge and spin) (eV) = 1.229
- LUMO level (alpha / beta) (eV) = -4.605 / -4.628

DFT (ωB97M-V with the def2-TZVPD basis set) results for C4H6LiO3 as an isolated structure at a distorted geometry.

Structure (ORCA input):
```
! wB97M-V def2-TZVPD RIJCOSX def2/J DEFGRID3
* xyz 1 1
O 0.1826 0.0703 0.4785
C 1.4445 -0.1803 0.2308
C 1.6708 -1.6033 -0.0374
H 0.8097 -2.2625 0.1365
H 1.9853 -1.6469 -1.0975
H 2.5630 -1.9279 0.5195
O 0.6008 2.3078 0.0258
Li 2.4121 1.6365 0.2186
C -0.1754 1.3899 0.0638
O -1.4454 1.5009 -0.1418
C -2.3433 0.3672 -0.1024
H -3.3214 0.7842 -0.3490
H -2.0371 -0.3724 -0.8481
H -2.3462 -0.0636 0.9027
*
```

- E_tot (hartree) = -389.0043
- HOMO (eV) = -14.6
- relative energy (zero: lowest compared OMol25 entry of this formula, charge and spin) (eV) = 0.898
- LUMO level (eV) = -4.699

DFT (ωB97M-V with the def2-TZVPD basis set) results for C4H6LiOPb as an isolated structure at a distorted geometry.

Structure (ORCA input):
```
! wB97M-V def2-TZVPD RIJCOSX def2/J DEFGRID3
* xyz 2 2
C 0.2821 -1.5021 1.2211
C -0.1867 -0.9280 0.0440
H -0.0485 -2.4907 1.5542
H 0.8340 -0.8995 1.9502
H -0.6394 -1.5749 -0.7169
H 0.2724 -0.0005 -0.3149
Li 2.1378 -2.1199 -0.1425
O -3.7998 -1.3731 0.0965
C -3.3540 -0.1425 0.2716
C -2.0881 0.2494 0.4363
Pb -3.5915 -3.2214 0.6059
H -1.7381 1.2639 0.6225
H -4.1255 0.6461 0.2202
*
```

- E_tot (hartree) = -430.8638
- HOMO (alpha / beta) (eV) = -15.7 / -16.2
- LUMO level (alpha / beta) (eV) = -9.130 / -9.127

DFT (ωB97M-V with the def2-TZVPD basis set) results for C4H6MgO4Sn as an isolated structure at a distorted geometry.

Structure (ORCA input):
```
! wB97M-V def2-TZVPD RIJCOSX def2/J DEFGRID3
* xyz 0 1
O 4.3265 0.9024 1.4405
Sn 3.3028 0.1903 0.1509
O 0.9203 1.9413 -0.0397
C 1.4309 0.9009 0.6396
C 0.6343 -0.1818 0.8818
O -0.7036 -0.1261 0.4505
C -1.1755 -1.0916 -0.4987
C -2.4516 -0.5043 -1.1023
O -2.2572 0.8042 -1.5343
Mg -0.9480 1.7083 -0.4924
H 3.8011 1.5128 2.1364
H 0.8806 -1.0421 1.5072
H -1.3435 -2.0583 -0.0013
H -0.4043 -1.2222 -1.2772
H -3.2503 -0.5596 -0.3326
H -2.7626 -1.1741 -1.9284
*
```

- E_tot (hartree) = -871.3246
- HOMO (eV) = -8.0
- relative energy (zero: lowest compared OMol25 entry of this formula, charge and spin) (eV) = 0.000
- LUMO level (eV) = -0.689

DFT (ωB97M-V with the def2-TZVPD basis set) results for C4H6N as an isolated structure at a distorted geometry.

Structure (ORCA input):
```
! wB97M-V def2-TZVPD RIJCOSX def2/J DEFGRID3
* xyz 1 1
C -1.4708 0.5032 -0.5494
C -0.5300 -0.3652 -1.1411
C 0.8529 -0.3774 -1.0923
C 0.3088 -0.1689 0.5862
N -0.9154 0.6797 0.6355
H -2.4039 0.8630 -0.8155
H 1.2766 -1.3110 -1.2265
H 1.1472 0.6467 -1.4035
H -0.1044 -1.1529 0.8878
H 1.0759 0.4147 1.1820
H -1.4688 0.8224 1.5596
*
```

- E_tot (hartree) = -210.3226
- HOMO (eV) = -14.3
- relative energy (zero: lowest compared OMol25 entry of this formula, charge and spin) (eV) = 3.631
- LUMO level (eV) = -5.593

DFT (ωB97M-V with the def2-TZVPD basis set) results for the molecule C4H6N2 at a distorted geometry.

Structure (ORCA input):
```
! wB97M-V def2-TZVPD RIJCOSX def2/J DEFGRID3
* xyz 0 1
C 0.3399 -1.4361 -1.1328
C 0.1430 -0.4664 -0.2660
C -1.1452 -0.0482 0.4307
N -0.8426 1.1877 1.1969
C 0.3786 1.4752 0.9257
N 1.0630 0.5005 0.1997
H -0.5087 -2.0773 -1.4014
H 1.2915 -1.6082 -1.6785
H -1.4717 -0.8207 1.1243
H -2.0019 0.0878 -0.2764
H 0.8532 2.3764 1.3681
H 1.9009 0.8292 -0.4902
*
```

- SMILES = C=C1CN=CN1
- E_tot (hartree) = -265.4863
- HOMO (eV) = -8.3
- relative energy (zero: lowest compared OMol25 entry of this formula, charge and spin) (eV) = 1.340
- LUMO level (eV) = 0.895

DFT (ωB97M-V with the def2-TZVPD basis set) results for C4H6N2 as an isolated structure at a distorted geometry.

Structure (ORCA input):
```
! wB97M-V def2-TZVPD RIJCOSX def2/J DEFGRID3
* xyz 0 1
C 0.1028 -0.2116 -1.5177
C -0.5392 -0.9377 -0.3563
C -0.1174 0.8196 1.0049
C 0.9649 -0.4170 -0.2080
H -0.2620 0.8931 -1.3569
H 0.2440 -0.7230 -2.6147
H -0.7916 -2.1407 -0.0799
H -2.0757 0.2678 0.3283
H -0.6071 1.5881 1.7693
H 1.8602 -1.1517 -0.3297
N -1.1472 0.1249 0.4527
N 1.0279 0.6961 0.7968
*
```

- E_tot (hartree) = -265.3806
- HOMO (eV) = -8.7
- relative energy (zero: lowest compared OMol25 entry of this formula, charge and spin) (eV) = 4.217
- LUMO level (eV) = 1.037